This record from OMol25 describes a molecular structure, C15H25Cl2CoNO2P in a non-equilibrium geometry. The level of theory is wB97M-V/def2-TZVPD.

Geometry as XYZ:
```
47
Properties=species:S:1:pos:R:3
C -0.24 -4.93 -5.21
C -0.08 -4.19 -3.91
H -1.31 -5.07 -5.39
H 0.26 -5.90 -5.16
H 0.19 -4.34 -6.03
O -0.95 -3.81 -3.16
Cl 1.63 -3.90 -3.53
Co -0.03 -0.04 -0.48
P -0.20 1.37 -2.07
C -1.60 2.52 -2.06
C 1.26 2.45 -2.03
H 0.66 -0.03 -3.83
H -0.09 1.48 -4.47
H -1.11 0.11 -3.92
C -0.18 0.66 -3.75
H 2.16 1.83 -2.11
H 1.19 3.16 -2.86
H -1.46 3.25 -2.87
H -1.65 3.04 -1.10
H 1.28 2.98 -1.07
H -2.54 1.97 -2.22
C -1.64 0.24 0.04
O -2.76 0.34 0.39
Cl 1.38 -1.33 -1.46
C -0.08 -1.33 4.06
N -1.10 -0.68 3.19
C -2.48 -0.94 3.70
C -0.85 0.82 3.04
C 0.51 1.13 2.47
C 1.40 1.83 3.32
C 2.68 2.16 2.90
C 3.10 1.79 1.62
C 2.23 1.05 0.79
C 0.92 0.78 1.18
H -0.14 -0.85 5.04
H 0.91 -1.21 3.63
H -0.35 -2.39 4.15
H -1.02 -1.07 2.24
H -2.56 -0.45 4.67
H -3.20 -0.51 2.99
H -2.61 -2.02 3.79
H -1.67 1.22 2.43
H -0.96 1.22 4.05
H 1.06 2.13 4.32
H 3.35 2.71 3.56
H 4.10 2.06 1.26
H 2.60 0.69 -0.17
```

Its spin multiplicity is 5. Its orbital gap (spin up / spin down) is 7.7725 / 4.9171 eV. The HOMO energy (spin up / spin down) comes out at -0.547 / -0.547 hartree. As for the LUMO energy (spin up / spin down): -0.2615 / -0.3664 Eh. As for the net charge: +2. The value obtained for the maximum force is 0.21278 hartree/bohr.

Atom charges from the Löwdin analysis, given in e for atoms 1 to 8:
1. C -0.075
2. C -0.832
3. H 0.092
4. H 0.097
5. H 0.093
6. O 0.012
7. Cl 0.614
8. Co 0.209

This record from OMol25 describes 3 unconnected molecules or ions with the total composition C15H25F6N3O6S in a non-equilibrium geometry. The level of theory is wB97M-V/def2-TZVPD.

Geometry as XYZ:
```
56
Properties=species:S:1:pos:R:3
C -0.18 -0.07 -3.70
C -0.59 1.46 -3.39
S 0.56 2.07 -2.05
C -0.38 2.77 -0.61
C -0.91 1.76 0.53
C -1.95 2.69 1.34
C -3.45 2.63 0.79
O -4.13 3.78 1.39
C -4.27 1.34 1.31
F -5.60 1.76 1.55
F -4.37 0.33 0.35
F -3.80 0.89 2.55
C -1.32 0.25 0.20
C -1.29 -0.56 1.57
O -1.83 -1.65 1.76
N -0.46 0.27 2.44
C 0.17 1.42 1.71
C 1.62 0.90 1.26
C 2.10 -0.29 2.23
C 3.68 -0.58 2.02
F 4.02 -0.13 0.71
F 4.43 0.19 2.91
F 3.93 -1.98 2.16
H -0.33 -0.70 -2.78
H -0.84 -0.41 -4.57
H 0.90 -0.09 -4.05
H -0.49 2.05 -4.35
H -1.67 1.45 -3.05
H 0.29 3.51 -0.08
H -1.26 3.35 -1.03
H -1.60 3.77 1.22
H -1.88 2.46 2.45
H -3.54 2.77 -0.34
H -3.97 3.65 2.35
H -2.11 0.02 -0.57
H -0.39 -0.19 -0.33
H -1.14 0.53 3.17
H 0.39 2.30 2.40
H 2.34 1.79 1.39
H 1.67 0.60 0.17
H 1.58 -1.28 1.98
H 1.99 0.01 3.31
C 5.90 -2.76 -0.72
N 5.08 -3.11 -1.91
O 3.97 -3.55 -1.71
O 5.59 -2.93 -3.00
H 5.32 -2.97 0.18
H 6.80 -3.36 -0.75
H 6.14 -1.69 -0.78
C -2.44 -3.92 -0.73
N -1.67 -2.96 -1.56
O -0.83 -3.42 -2.31
O -1.94 -1.78 -1.43
H -2.10 -4.93 -0.94
H -2.26 -3.66 0.32
H -3.49 -3.80 -0.98
```

Its spin multiplicity is 1. Its orbital gap is 8.9648 eV. The HOMO energy comes out at -0.322 hartree. Its structure (SMILES) is CCSC[C@@]1(C[C@H](O)C(F)(F)F)CC(=O)N[C@H]1CCC(F)(F)F.C[N+](=O)[O-].C[N+](=O)[O-]. As for the LUMO energy: 0.0070 Eh. As for the net charge: 0. The value obtained for the maximum force is 0.06616 hartree/bohr.

Atom charges from the Löwdin analysis, given in e for atoms 1 to 8:
1. C -0.178
2. C -0.503
3. S 0.817
4. C -0.417
5. C -0.350
6. C -0.095
7. C -0.197
8. O -0.047

This record from OMol25 describes 2 unconnected molecules or ions with the total composition C15H25FN3O3 in a non-equilibrium geometry. The level of theory is wB97M-V/def2-TZVPD.

Geometry as XYZ:
```
47
Properties=species:S:1:pos:R:3
C 1.73 0.02 1.68
C 0.95 0.73 0.56
C 1.96 1.02 -0.59
C 0.41 2.07 1.08
C -0.88 1.99 1.90
C -1.43 3.37 2.17
O -1.76 3.74 3.27
N -1.63 4.27 1.07
C -0.93 5.48 1.14
O -1.22 6.49 0.60
F 0.18 5.38 1.88
C -1.93 1.23 1.06
C -1.46 -0.17 0.65
C -1.47 -1.12 1.87
C -2.47 -0.68 -0.39
N -0.13 -0.13 -0.01
O 0.28 -1.30 -0.32
H 2.56 0.68 1.94
H 1.14 -0.13 2.58
H 2.16 -0.91 1.33
H 2.06 2.08 -0.79
H 2.92 0.57 -0.40
H 1.60 0.55 -1.50
H 1.20 2.49 1.71
H 0.27 2.74 0.24
H -0.72 1.52 2.86
H -1.51 3.82 0.17
H -2.84 1.12 1.64
H -2.10 1.81 0.16
H -1.99 -2.04 1.60
H -2.03 -0.68 2.69
H -0.48 -1.42 2.20
H -3.48 -0.54 -0.02
H -2.36 -0.09 -1.30
H -2.29 -1.72 -0.61
C 1.49 -4.92 -2.66
C 0.56 -3.73 -2.48
C 1.12 -2.43 -3.08
C 2.38 -2.06 -2.45
N 3.34 -1.76 -1.89
H 2.44 -4.76 -2.15
H 1.04 -5.82 -2.24
H 1.69 -5.10 -3.71
H 0.36 -3.56 -1.42
H -0.40 -3.94 -2.95
H 0.41 -1.61 -2.94
H 1.29 -2.55 -4.15
```

Its spin multiplicity is 2. Its orbital gap (spin up / spin down) is 9.4253 / 9.7762 eV. The HOMO energy (spin up / spin down) comes out at -0.332 / -0.371 hartree. For the energy relative to the best compared isomer or geometry (same formula, charge and spin), the calculation gives 0.0 kJ/mol. As for the LUMO energy (spin up / spin down): 0.0147 / -0.0113 Eh. As for the net charge: 0. The value obtained for the maximum force is 0.03132 hartree/bohr.

Atom charges from the Löwdin analysis, given in e for atoms 1 to 8:
1. C -0.026
2. C -0.449
3. C -0.012
4. C -0.085
5. C -0.198
6. C -0.404
7. O 0.139
8. N 0.173